[1]
This record from the OMol25 dataset describes a molecular structure, C53H40GeN5NiOS2. The level of theory is ωB97M-V/def2-TZVPD.

Charge = -1
M = 958.37 Da
Max |F| = 0.0114 hartree/bohr
Gap between HOMO and LUMO (alpha / beta) = 4.392 / 4.403 eV
Electronic energy = -6774.23220 Ha

Structure (XYZ):
```
103
Properties=species:S:1:pos:R:3:forces:R:3
Ni -0.062 0.875 -0.642 -0.4 -0.3 0.3
C 3.543 0.804 -2.910 0.0 0.0 0.0
C 2.197 0.633 -2.271 0.1 -0.1 0.1
N 1.897 0.691 -1.033 -0.1 0.5 0.0
N 2.353 0.334 1.258 -0.2 0.0 -0.1
C 1.118 0.586 1.920 -0.1 -0.1 0.1
O 0.089 0.904 1.353 0.2 0.2 -0.4
C 1.124 0.424 3.396 0.0 0.0 0.0
C -0.100 0.401 4.059 0.0 0.0 0.0
C -0.133 0.252 5.435 0.0 0.0 0.0
C 1.054 0.126 6.148 0.0 0.0 0.0
C 2.273 0.149 5.487 0.0 0.0 0.0
C 2.311 0.299 4.108 0.0 0.0 0.0
C 1.022 0.421 -3.150 0.0 -0.1 0.0
C 1.111 0.247 -4.528 0.0 0.0 0.0
C -0.046 0.045 -5.257 0.0 0.0 0.0
C -1.262 0.025 -4.590 0.0 0.0 0.0
C -1.279 0.270 -3.228 0.0 0.1 0.0
N -0.168 0.463 -2.518 0.1 -0.1 0.0
H 4.342 0.719 -2.186 0.0 0.0 0.0
H 3.605 1.785 -3.390 0.0 0.0 0.0
H 3.690 0.046 -3.680 0.0 0.0 0.0
H -1.009 0.492 3.479 0.0 0.0 0.0
H -1.083 0.230 5.952 0.0 0.0 0.0
H 1.026 0.009 7.225 0.0 0.0 0.0
H 3.196 0.054 6.044 0.0 0.0 0.0
H 3.253 0.330 3.576 0.0 0.0 0.0
H 2.074 0.277 -5.017 0.0 0.0 0.0
H 0.000 -0.090 -6.330 0.0 0.0 0.0
H -2.197 -0.143 -5.106 0.0 0.0 0.0
H -2.198 0.381 -2.670 0.0 0.0 0.0
S 3.462 6.642 -0.205 0.0 0.0 0.0
C 4.788 7.694 -0.504 0.0 0.0 0.0
C 5.937 6.992 -0.676 0.0 0.0 0.0
C 5.749 5.587 -0.566 0.0 0.0 0.0
C 4.451 5.224 -0.307 0.0 0.0 0.0
C 3.891 3.893 -0.130 0.0 0.0 -0.1
C 2.531 3.662 0.153 0.0 -0.1 -0.1
N 1.955 2.508 0.303 0.1 0.1 0.2
C 2.677 1.294 0.101 0.2 -0.3 0.0
C 4.161 1.471 0.010 0.0 0.0 0.1
C 5.093 0.391 0.104 0.0 0.0 0.1
C 4.909 -0.929 0.303 0.0 0.0 0.0
C 3.676 -1.642 0.575 0.0 0.0 0.0
C 3.662 -3.028 0.439 0.0 0.0 0.0
C 2.549 -3.791 0.765 0.0 0.0 0.0
C 1.441 -3.093 1.236 0.0 0.0 0.0
N 1.409 -1.776 1.341 0.0 0.0 0.0
C 2.483 -1.054 1.037 0.2 0.1 0.0
C 2.524 -5.255 0.640 0.0 0.0 0.0
C 1.481 -6.110 0.865 0.0 0.0 0.0
C 1.816 -7.474 0.650 0.0 0.0 0.0
C 3.109 -7.639 0.265 0.0 0.0 0.0
S 3.926 -6.140 0.161 0.0 0.0 0.0
C 4.673 2.741 -0.140 0.0 0.0 0.0
H 4.640 8.761 -0.540 0.0 0.0 0.0
H 6.893 7.456 -0.876 0.0 0.0 0.0
H 6.550 4.870 -0.682 0.0 0.0 0.0
H 1.860 4.513 0.274 0.0 0.0 0.0
H 6.127 0.699 -0.034 0.0 0.0 0.0
H 5.794 -1.558 0.274 0.0 0.0 0.0
H 4.569 -3.510 0.087 0.0 0.0 0.0
H 0.536 -3.608 1.534 -0.1 0.0 0.0
H 0.499 -5.779 1.168 0.0 0.0 0.0
H 1.121 -8.291 0.777 0.0 0.0 0.0
H 3.626 -8.557 0.035 0.0 0.0 0.0
H 5.752 2.826 -0.234 0.0 0.0 0.0
C -1.858 1.340 -0.486 0.1 0.4 -0.4
Ge -3.407 0.348 -0.296 0.0 -0.1 0.1
C -4.628 0.335 -1.903 0.1 0.0 -0.1
C -5.158 -0.821 -2.475 -0.1 0.0 0.0
C -5.900 -0.775 -3.653 0.0 0.0 0.0
C -6.134 0.439 -4.280 0.0 0.0 0.0
C -5.618 1.606 -3.724 0.0 0.0 0.0
C -4.869 1.546 -2.557 0.0 0.0 0.0
C -3.203 -1.606 -0.015 0.0 0.0 0.1
C -2.370 -2.353 -0.850 0.0 0.0 0.0
C -2.244 -3.728 -0.710 0.1 0.0 0.0
C -2.935 -4.391 0.297 0.0 0.0 0.0
C -3.749 -3.666 1.154 0.0 0.0 0.0
C -3.885 -2.291 0.991 0.0 0.0 0.0
C -4.597 1.009 1.141 0.0 0.0 0.0
C -5.980 0.833 1.116 0.0 0.0 0.0
C -6.785 1.297 2.150 0.0 0.0 0.0
C -6.213 1.954 3.232 0.0 0.0 0.0
C -4.838 2.142 3.271 0.0 0.0 0.0
C -4.041 1.673 2.234 0.0 0.0 0.0
H -1.880 2.284 0.072 0.0 -0.2 0.3
H -4.987 -1.780 -1.997 0.0 0.0 0.0
H -6.294 -1.691 -4.081 0.0 0.0 0.0
H -6.710 0.480 -5.197 0.0 0.0 0.0
H -5.793 2.560 -4.209 0.0 0.0 0.0
H -4.431 2.454 -2.154 0.0 0.0 0.0
H -1.802 -1.854 -1.628 0.0 0.0 0.0
H -1.602 -4.282 -1.386 0.0 0.0 0.0
H -2.838 -5.465 0.412 0.0 0.0 0.0
H -4.288 -4.172 1.947 0.0 0.0 0.0
H -4.537 -1.741 1.662 0.0 0.0 0.0
H -6.439 0.331 0.270 0.0 0.0 0.0
H -7.858 1.151 2.110 0.0 0.0 0.0
H -6.838 2.321 4.038 0.0 0.0 0.0
H -4.386 2.660 4.110 0.0 0.0 0.0
H -2.966 1.824 2.255 0.0 0.0 0.0
```
Positions in Å, forces in eV/Å.


[2]
This record from the OMol25 dataset describes C19H26ClNO4 in the gas phase. The level of theory is ωB97M-V/def2-TZVPD.

M = 367.87 Da
Max |F| = 0.0113 hartree/bohr
Structure (SMILES) = CCOC(=O)[C@]1(Cc2cccc(Cl)c2)CCCN(C(=O)CCOC)C1
Gap between HOMO and LUMO = 9.498 eV
Electronic energy = -1555.54522 Ha

Structure (XYZ):
```
51
Properties=species:S:1:pos:R:3:forces:R:3
C 0.742 -5.049 2.303 0.1 0.3 -0.3
C 1.686 -4.235 1.438 0.3 -0.3 0.2
H 2.162 -4.856 0.671 0.0 0.1 0.1
H 2.478 -3.770 2.035 -0.1 -0.1 -0.1
O 0.931 -3.207 0.792 -0.4 -0.1 0.1
C 1.626 -2.257 0.164 0.1 0.3 -0.3
O 2.828 -2.250 0.100 0.1 0.0 0.1
C 0.709 -1.255 -0.529 0.1 -0.1 0.0
C 1.552 -0.060 -1.009 0.3 -0.1 0.4
N 0.790 0.769 -1.916 0.2 -0.3 0.1
C 0.398 2.002 -1.514 -0.1 0.2 -0.4
O 0.849 2.513 -0.508 0.0 0.3 0.2
C -0.616 2.742 -2.381 -0.2 0.2 0.5
C -1.541 3.575 -1.498 0.2 0.2 -0.2
O -2.524 2.711 -0.963 0.2 -0.3 -0.1
C -3.463 3.386 -0.164 -0.1 0.1 0.1
H -4.162 2.634 0.200 0.0 0.1 0.0
H -4.008 4.138 -0.747 0.0 0.0 0.0
H -2.981 3.881 0.686 -0.1 0.0 0.0
H -2.028 4.366 -2.090 0.0 -0.1 0.0
H -0.963 4.044 -0.690 -0.1 0.0 -0.1
H -0.071 3.400 -3.061 0.0 0.0 -0.1
H -1.242 2.061 -2.954 0.0 0.0 -0.1
C 0.408 0.064 -3.116 -0.4 -0.1 -0.2
H -0.047 0.736 -3.841 0.1 0.0 0.0
C -0.532 -1.087 -2.756 0.3 0.0 -0.1
C 0.155 -2.014 -1.757 -0.2 0.1 0.0
H -0.537 -2.787 -1.418 0.0 -0.1 0.0
H 0.991 -2.508 -2.260 0.0 -0.1 0.0
H -0.794 -1.649 -3.654 -0.1 0.0 0.0
H -1.452 -0.680 -2.332 -0.1 0.0 -0.1
H 1.322 -0.344 -3.566 -0.1 0.1 0.0
H 1.857 0.555 -0.162 0.1 -0.1 -0.2
H 2.448 -0.435 -1.513 -0.1 0.1 0.0
C -0.442 -0.808 0.394 0.1 -0.1 0.0
C -0.029 0.132 1.494 -0.2 0.1 0.2
C 0.982 -0.186 2.393 0.0 0.0 0.0
C 1.345 0.699 3.392 0.0 0.0 0.0
C 0.701 1.917 3.519 0.0 0.1 0.0
C -0.314 2.225 2.630 0.2 -0.3 0.0
C -0.684 1.349 1.626 0.1 -0.1 0.2
H -1.469 1.620 0.937 -0.1 0.1 -0.1
Cl -1.130 3.738 2.781 -0.1 0.3 0.0
H 0.983 2.616 4.291 0.0 0.1 0.0
H 2.140 0.443 4.076 0.1 0.0 0.1
H 1.503 -1.128 2.311 0.1 -0.1 0.1
H -1.200 -0.308 -0.210 -0.1 0.0 0.0
H -0.893 -1.703 0.831 -0.1 0.1 -0.1
H -0.038 -5.493 1.690 -0.1 -0.1 0.0
H 1.295 -5.839 2.802 0.0 -0.1 0.1
H 0.277 -4.412 3.051 -0.1 0.0 0.1
```
Positions in Å, forces in eV/Å.


> Which of these has the lowest M?

C19H26ClNO4